[1]
Density functional theory data (ωB97M-V with the def2-TZVPD basis set) for 2 unconnected molecules or ions with the total composition C3H12N2 at a distorted geometry.

Summary:
2S+1 = 1
ΔE to the lowest compared entry with this formula, charge and spin = 63.1 kcal per mole
Largest force on an atom = 5.66 eV Å⁻¹
Net charge = +2

Atoms and positions in Å:
1 C 0.586 0.613 0.164
2 C 0.199 -0.700 -0.349
3 C -0.916 -1.123 0.708
4 N -1.996 -0.055 0.920
5 N 1.995 1.081 -1.167
6 H -0.081 1.386 -0.223
7 H 1.301 0.691 0.993
8 H -0.383 -0.655 -1.254
9 H 0.908 -1.529 -0.412
10 H -0.318 -1.574 1.524
11 H -1.521 -1.916 0.234
12 H -2.883 -0.546 1.054
13 H -2.082 0.555 0.099
14 H -1.726 0.559 1.694
15 H 2.651 0.301 -1.149
16 H 1.861 1.054 -2.181
17 H 2.405 1.859 -0.654

***

[2]
Density functional theory data (ωB97M-V with the def2-TZVPD basis set) for 2 unconnected molecules or ions with the total composition C2H3NO at a distorted geometry.

Summary:
2S+1 = 1
ΔE to the lowest compared entry with this formula, charge and spin = 58.5 kcal per mole
Largest force on an atom = 4.70 eV Å⁻¹

Atoms and positions in Å:
1 C 1.204 -0.266 -0.457
2 C -1.733 -0.184 -0.120
3 N 2.199 -0.365 0.118
4 O -2.844 -0.553 -0.224
5 H -0.915 -0.664 -0.723
6 H -1.324 0.650 0.315
7 H 3.097 -0.066 0.421

***

[3]
Density functional theory data (ωB97M-V with the def2-TZVPD basis set) for a molecular structure, C21H15ClN3O4PtS at a distorted geometry.

Summary:
2S+1 = 3
ΔE to the lowest compared entry with this formula, charge and spin = 1.8 kcal per mole
Largest force on an atom = 1.98 eV Å⁻¹
Net charge = -1

Atoms and positions in Å:
1 Pt 0.151 -0.439 -1.011
2 O 0.840 -2.585 -0.898
3 C 1.308 -2.946 0.220
4 C 0.845 -4.170 0.746
5 C 1.173 -4.601 2.021
6 C 1.984 -3.822 2.855
7 C 2.507 -2.626 2.325
8 C 2.242 -2.191 1.013
9 C 2.686 -0.868 0.536
10 N 2.012 -0.070 -0.281
11 C 2.809 1.056 -0.568
12 C 3.960 0.964 0.176
13 N 3.866 -0.303 0.834
14 H 0.144 -4.714 0.120
15 H 0.787 -5.541 2.396
16 H 2.176 -4.128 3.848
17 H 3.139 -2.047 2.993
18 H 2.344 1.873 -1.109
19 H 4.811 1.622 0.338
20 H 4.559 -0.760 1.443
21 O -1.750 -0.492 -1.717
22 N -1.915 -0.726 -3.033
23 C -3.166 -1.094 -3.347
24 C -3.524 -1.391 -4.647
25 C -2.569 -1.152 -5.647
26 C -1.319 -0.692 -5.310
27 C -0.931 -0.533 -3.960
28 S 0.696 -0.244 -3.498
29 H -3.839 -1.244 -2.491
30 H -4.493 -1.821 -4.900
31 H -2.776 -1.427 -6.675
32 H -0.546 -0.495 -6.070
33 Cl -3.204 4.501 5.255
34 C -2.273 3.950 3.887
35 C -1.137 4.667 3.501
36 C -0.417 4.260 2.372
37 C -0.794 3.129 1.643
38 C -1.895 2.407 2.102
39 C -2.618 2.776 3.239
40 C -0.052 2.738 0.319
41 O 1.064 3.306 0.152
42 O -0.676 1.898 -0.412
43 H -0.925 5.539 4.074
44 H 0.463 4.744 2.015
45 H -2.205 1.484 1.611
46 H -3.541 2.206 3.540

***

[4]
Density functional theory data (ωB97M-V with the def2-TZVPD basis set) for a gas-phase ion, C3H5O2S2 (charge -1) at a distorted geometry.

Summary:
Structure (SMILES) = O=C([O-])CCSS
2S+1 = 1
ΔE to the lowest compared entry with this formula, charge and spin = 24.5 kcal per mole
Largest force on an atom = 3.76 eV Å⁻¹
Net charge = -1

Atoms and positions in Å:
1 C -0.341 -0.687 -0.559
2 C 0.213 -2.230 -0.243
3 O -0.777 -2.982 -0.225
4 O 1.431 -2.338 -0.267
5 C 0.232 0.212 0.460
6 S -0.621 1.710 0.969
7 S -0.714 3.465 -0.104
8 H -0.087 -0.394 -1.662
9 H -1.481 -0.795 -0.277
10 H 0.261 -0.315 1.405
11 H 1.351 0.423 0.404
12 H 0.535 3.929 0.097